The following is a DFT calculation (wB97M-V/def2-TZVPD) of 2 unconnected molecules or ions with the total composition C5H11NO at a distorted geometry.

```
18
Properties=species:S:1:pos:R:3:forces:R:3:mulliken_spin:R:1
C -1.7590 -1.0722 1.7753 -0.5 -0.9 -0.4 -0.0706
N 0.8716 -0.1910 1.2348 0.6 -2.3 0.4 0.0209
C -0.0479 -0.3382 0.1344 0.8 2.6 -1.1 -0.0175
C -1.3510 -0.6526 0.3729 -1.1 -1.0 0.9 0.2822
C 0.0335 -0.2842 -2.3471 1.3 1.7 -0.3 0.5348
C 0.5460 0.1500 -1.0755 -0.2 -2.6 -0.8 0.1169
H -0.8513 -1.4338 2.2769 -0.6 -0.8 0.2 0.0050
H -2.1008 -0.3378 2.4839 -0.2 1.2 0.1 0.0237
H -2.6540 -1.7842 1.7757 1.5 0.3 -0.1 0.0076
H 1.8005 0.2173 0.7832 -2.3 -2.0 1.6 0.0021
H 0.7999 -1.2772 1.5811 1.8 3.4 -0.6 0.0068
H -2.1079 -0.8776 -0.3859 0.7 0.4 -0.1 0.0428
H -0.9646 -0.6748 -2.5417 0.1 0.2 0.3 0.0459
H 0.5046 0.3114 -3.1612 -0.5 -0.8 -0.1 0.0138
H 1.6724 0.2907 -0.9741 -1.6 -0.2 -0.6 -0.0235
H 1.7179 3.2381 0.0135 1.2 -3.5 -2.4 -0.0059
H 1.8419 2.3859 -1.4643 -0.1 0.1 2.0 0.0037
O 2.0484 2.3300 -0.4819 -0.7 4.1 0.8 0.0113
```
Positions in Å, forces in eV/Å.

Lowest unoccupied orbital energy (alpha / beta) ... 3.723 / 3.660 eV
Total charge ... -1
Spin multiplicity ... 2


The following is a DFT calculation (wB97M-V/def2-TZVPD) of a gas-phase ion, C5H11NO (charge -1) at a distorted geometry.

```
18
Properties=species:S:1:pos:R:3:forces:R:3:mulliken_spin:R:1
C 2.4798 0.1118 0.1084 -1.8 0.2 -0.1 0.0037
C 1.0610 0.7383 0.0428 -1.3 1.3 1.5 0.0183
N -0.0956 -0.1051 -0.2022 -0.4 -0.5 -2.1 -0.0330
C -0.7037 0.1811 -1.5320 -0.2 0.1 1.6 0.0542
C -1.1725 -0.1576 0.7873 0.8 0.2 1.5 -0.0022
C -2.0568 -1.3674 0.9185 0.1 0.0 -1.6 0.7013
O -2.6947 -1.5598 2.0099 -0.1 -0.1 0.2 0.1218
H 2.3921 -0.9201 0.4482 0.1 0.0 -0.2 0.0099
H 2.8306 0.1917 -0.9111 0.8 -0.4 0.0 -0.0031
H 3.0552 0.6793 0.8298 0.5 0.1 -0.2 -0.0094
H 0.8149 1.3097 0.9559 0.5 -0.5 0.4 -0.0067
H 1.0260 1.5984 -0.6393 0.4 -0.2 -0.5 0.0058
H -1.1546 -0.7383 -1.9025 0.3 0.1 -0.6 -0.0392
H -1.5321 0.9077 -1.3943 0.1 -0.2 0.0 0.0056
H 0.0242 0.7108 -2.1359 0.2 -0.6 -0.7 0.0121
H -1.8008 0.7631 0.7142 0.4 0.1 0.3 0.0131
H -0.6445 -0.2247 1.7557 -0.1 0.8 0.2 0.0676
H -1.8284 -2.1190 0.1464 -0.2 -0.5 0.2 0.0801
```
Positions in Å, forces in eV/Å.

Lowest unoccupied orbital energy (alpha / beta) ... 3.868 / 3.807 eV
Total charge ... -1
Spin multiplicity ... 2


The following is a DFT calculation (wB97M-V/def2-TZVPD) of 2 unconnected molecules or ions with the total composition C5H11NO at a distorted geometry.

```
18
Properties=species:S:1:pos:R:3:forces:R:3:mulliken_charge:R:1
C -1.5474 -1.8077 0.4145 -0.5 0.1 -0.1 -1.2933
C -0.1869 -0.9562 2.2812 -0.2 0.4 1.4 -0.8634
C -0.2959 -1.8694 1.1819 1.0 0.3 -1.6 0.3771
C 0.9462 2.4104 -1.6075 0.0 0.0 0.0 -1.0600
C 0.4717 1.0867 -1.0793 0.2 -0.2 0.0 0.8160
O -0.8307 1.1397 -0.7402 -0.1 -0.2 0.0 -0.5335
N 1.1370 0.0131 -0.9350 -0.2 0.3 -0.2 -0.6342
H -1.1270 0.2576 -0.4286 0.2 0.2 -0.1 0.2826
H 2.1031 0.1215 -1.2252 -0.1 0.1 0.0 0.1508
H -1.5103 -1.8780 -0.6672 -0.1 -0.2 0.0 0.5298
H -2.4404 -1.3910 0.8629 -0.1 -0.1 0.0 0.4060
H -0.5337 0.0602 2.1463 0.0 0.0 0.0 0.2938
H 0.1250 -1.2520 3.2756 0.0 0.0 -0.1 0.3123
H 0.1681 -2.8536 1.3055 -0.2 0.0 0.1 0.3453
H 0.3721 -1.3280 0.4266 -0.1 -0.8 0.4 -0.0317
H 0.3520 2.6922 -2.4786 0.0 0.0 0.0 0.2808
H 0.7988 3.1814 -0.8490 0.0 0.0 0.0 0.2817
H 1.9984 2.3731 -1.8840 -0.1 0.0 0.0 0.3401
```
Positions in Å, forces in eV/Å.

Lowest unoccupied orbital energy (alpha / beta) ... 0.212 / 0.697 eV
Total charge ... 0
Spin multiplicity ... 1


The following is a DFT calculation (wB97M-V/def2-TZVPD) of 2 unconnected molecules or ions with the total composition C5H11NO at a distorted geometry.

```
18
Properties=species:S:1:pos:R:3:forces:R:3:mulliken_charge:R:1
C -0.8734 -0.2426 0.2747 3.9 -0.8 -2.6 -0.2943
C 1.2457 -0.6088 -1.8142 2.3 2.6 2.6 -1.3342
C 1.5286 1.3824 -0.1161 2.2 -3.1 -0.7 -1.1180
C -2.4528 -0.7188 1.9560 -0.1 1.3 0.7 -0.9130
C 1.1898 -0.1588 -0.3504 -3.3 3.0 0.1 0.0559
N -1.1335 -0.1863 1.5291 -0.2 -0.4 -0.3 0.4336
O -0.3311 0.2402 2.4330 -0.4 -0.3 -0.1 -0.6608
H -1.5256 -0.7098 -0.5101 0.2 0.6 1.3 0.2147
H 0.6114 0.1217 -2.2417 -0.5 0.3 -1.4 0.3622
H 0.9318 -1.5720 -1.8700 -1.0 -2.8 -0.7 0.3915
H 2.3270 -0.5106 -2.1334 -1.2 -0.1 0.0 0.3388
H 1.0193 1.5976 0.7750 -0.2 1.1 1.1 0.3664
H 2.6488 1.5453 -0.1220 -0.8 -0.6 1.0 0.3279
H 1.3685 1.9866 -0.9579 -1.5 0.8 -1.2 0.3429
H -2.7898 -0.1486 2.8580 0.3 -0.9 -0.8 0.2857
H -3.1205 -0.6735 1.1338 -0.9 1.1 -0.8 0.3432
H -2.4446 -1.7776 2.0031 0.8 -1.1 1.2 0.3712
H 1.5673 -0.7545 0.4314 0.5 -0.9 0.7 0.4862
```
Positions in Å, forces in eV/Å.

Lowest unoccupied orbital energy ... 0.946 eV
Total charge ... 0
Spin multiplicity ... 1


The following is a DFT calculation (wB97M-V/def2-TZVPD) of a molecular structure, C5H11NO at a distorted geometry.

```
18
Properties=species:S:1:pos:R:3:forces:R:3:mulliken_charge:R:1
C 2.0438 0.7204 0.6640 0.6 3.6 -0.8 -1.0645
C 0.6904 0.1965 0.3898 1.0 -2.0 1.4 0.8833
C -0.6208 -1.7867 1.0095 -2.4 -0.8 0.2 -0.6678
C -1.6076 0.3195 -1.5242 -2.1 0.9 -2.8 -0.1268
C -1.0181 1.5447 -1.6451 -4.4 1.6 -4.5 -0.5703
H 2.7315 -0.0780 0.8961 0.5 0.2 -0.2 0.3324
H 1.9813 1.4428 1.5403 0.0 -1.0 -0.8 0.2336
H 2.3332 1.4479 -0.2101 -0.1 -1.7 1.5 0.2901
H 1.4080 -1.5783 1.2388 0.5 0.2 0.1 0.2004
H -1.3572 -1.3421 0.2249 1.3 -1.5 1.8 0.2074
H -0.4089 -2.9228 0.8060 -0.9 2.1 0.6 0.2983
H -1.0828 -1.5362 2.0449 0.4 -1.1 -1.6 0.2377
H -2.5607 0.0889 -2.0458 0.5 0.4 0.2 0.2575
H -1.1969 -0.4155 -0.8544 -1.0 -0.4 -1.9 -0.2547
H -1.6189 2.3476 -2.0976 -0.1 -0.4 -0.7 0.2313
H -0.1172 1.8593 -1.1672 -0.2 1.7 -2.4 0.2292
N 0.6001 -1.0841 0.9327 -0.1 1.3 -1.3 -0.2077
O -0.1992 0.7761 -0.2025 6.4 -3.2 11.2 -0.5094
```
Positions in Å, forces in eV/Å.

Lowest unoccupied orbital energy ... 0.696 eV
Total charge ... 0
Spin multiplicity ... 1


The following is a DFT calculation (wB97M-V/def2-TZVPD) of 2 unconnected molecules or ions with the total composition C5H11NO.

```
18
Properties=species:S:1:pos:R:3:forces:R:3:mulliken_charge:R:1
C 3.1048 0.5875 -0.1616 0.5 0.1 0.0 -0.8414
N 1.7144 0.2003 -0.1673 -0.2 -0.2 0.7 -0.3779
C 1.1256 -0.1340 0.8416 0.3 -0.1 0.5 0.6951
O 0.5314 -0.4616 1.7943 0.4 0.2 -0.6 -0.4492
C -1.1726 -0.1712 -0.6537 -0.2 0.0 -0.3 -0.1322
C -1.6571 -1.4924 -0.0583 -0.1 -0.1 0.0 -1.1396
C -1.6543 1.0524 0.1303 -0.1 0.0 0.0 -1.1767
H 3.2001 1.5766 -0.6111 0.1 -0.1 0.0 0.2864
H 3.6754 -0.1346 -0.7477 0.0 0.1 0.0 0.2812
H 3.4773 0.6110 0.8633 0.3 0.1 -0.1 0.3179
H -0.0987 -0.1526 -0.8129 -0.6 -0.1 0.2 0.2136
H -1.5086 -0.0896 -1.6881 -0.4 0.0 -0.1 0.3991
H -1.4541 -1.5639 1.0171 0.0 0.1 -0.3 0.2696
H -1.1767 -2.3520 -0.5399 -0.1 0.1 0.0 0.3012
H -2.7386 -1.5843 -0.1966 0.1 -0.1 0.0 0.3780
H -2.7262 1.1975 -0.0370 0.1 0.1 0.1 0.3920
H -1.5054 0.9447 1.2125 0.0 -0.1 -0.2 0.2893
H -1.1367 1.9662 -0.1851 -0.1 -0.1 0.0 0.2935
```
Positions in Å, forces in eV/Å.

Lowest unoccupied orbital energy ... 0.735 eV
Total charge ... 0
Spin multiplicity ... 1
SMILES ... CN=C=O.CCC


The following is a DFT calculation (wB97M-V/def2-TZVPD) of a single C5H11NO molecule.

```
18
Properties=species:S:1:pos:R:3:forces:R:3:mulliken_charge:R:1
C 1.3061 -0.1422 -1.4787 0.0 0.0 0.1 -1.2340
C 1.3386 -0.7907 -0.0971 0.2 -0.1 -0.1 0.2201
C 1.1437 0.0022 1.1648 0.1 0.1 0.1 -0.6941
N 0.1554 -0.9460 0.7129 -0.1 -0.1 0.0 -0.1794
C -1.2118 -0.6803 0.2937 -0.1 -0.1 0.0 -0.6245
C -1.6799 0.7588 0.0963 0.0 -0.2 -0.3 -0.2809
O -1.7028 1.4799 1.3122 0.2 0.1 0.2 -0.5169
H 0.4454 -0.4959 -2.0601 0.1 0.0 0.1 0.2473
H 2.2005 -0.4119 -2.0531 -0.1 0.1 0.2 0.3442
H 1.2514 0.9514 -1.4451 0.0 -0.2 0.1 0.3088
H 1.9987 -1.6582 -0.0372 -0.1 0.2 0.0 0.3803
H 1.0387 1.0849 1.0253 -0.2 -0.3 -0.1 0.3161
H 1.6093 -0.2821 2.1092 0.2 0.2 -0.3 0.2165
H -1.3887 -1.2666 -0.6176 0.0 0.2 0.1 0.3432
H -1.8485 -1.1047 1.0788 0.0 0.0 -0.1 0.2726
H -1.0899 1.2786 -0.6753 0.0 0.0 0.2 0.2117
H -2.7199 0.7282 -0.2479 0.2 0.0 0.0 0.3334
H -0.8308 1.3930 1.7155 -0.2 0.1 0.0 0.3356
```
Positions in Å, forces in eV/Å.

Lowest unoccupied orbital energy ... 1.010 eV
Total charge ... 0
Spin multiplicity ... 1
SMILES ... C[C@H]1CN1CCO


The following is a DFT calculation (wB97M-V/def2-TZVPD) of 3 unconnected molecules or ions with the total composition C5H11NO at a distorted geometry.

```
18
Properties=species:S:1:pos:R:3:forces:R:3:mulliken_charge:R:1
C -0.8920 -0.1109 2.4827 1.6 -0.6 0.7 -0.9745
C 0.0082 -1.1642 1.7483 -1.9 -0.3 -0.1 -0.3828
N -0.1944 -1.1975 0.3094 0.2 1.3 -0.8 -0.3551
C 0.8685 -1.0842 -1.8205 0.1 1.9 0.5 -0.7713
C 0.7145 -0.5751 -0.5855 0.7 -3.1 0.5 -0.4023
C -0.0862 1.7351 -0.7112 -0.5 0.8 -0.3 0.1933
O 0.2139 2.0162 0.3372 0.0 0.3 0.3 -0.1588
H -0.1989 0.4698 3.1000 -0.3 0.6 -0.2 0.2342
H -1.5334 -0.5851 3.2268 -0.3 0.0 -0.4 0.3253
H -1.4327 0.5100 1.7760 -0.1 0.1 0.2 0.3222
H -0.3193 -2.1655 2.0555 0.3 0.1 0.4 0.2828
H 1.0580 -1.0869 2.0232 0.0 0.2 -0.4 0.3565
H -1.1422 -1.0594 -0.0143 -0.2 -0.3 0.4 0.2815
H -0.1110 3.6303 -4.6516 0.0 0.0 0.0 0.0643
H 1.7311 -0.6936 -2.3527 -0.5 -0.1 -0.6 0.2626
H 0.0281 -1.5871 -2.2835 0.5 -0.5 -0.1 0.2684
H 1.4591 0.0473 -0.1091 0.3 -0.2 -0.1 0.5179
H -0.1712 2.9010 -4.5308 0.0 0.0 0.0 -0.0641
```
Positions in Å, forces in eV/Å.

Lowest unoccupied orbital energy ... 1.014 eV
Total charge ... 0
Spin multiplicity ... 1


The following is a DFT calculation (wB97M-V/def2-TZVPD) of a single C5H11NO molecule at a distorted geometry.

```
18
Properties=species:S:1:pos:R:3:forces:R:3:mulliken_charge:R:1
C -1.5267 0.9096 -0.8864 -1.0 2.0 0.7 -0.4684
O -1.3401 2.1195 -1.6836 0.5 -0.9 0.2 -0.5345
C -0.3691 -0.0085 -1.0896 0.5 -1.1 -0.6 -0.5390
C 0.8640 0.2389 -0.2344 0.6 2.0 0.8 -0.6597
C 0.7866 0.0487 1.2714 0.0 -0.7 1.8 -0.6681
C 0.8167 -2.2742 1.2623 1.2 0.4 0.9 -0.2695
N 0.2402 -1.2552 1.7409 -0.7 -0.5 -1.1 -0.4360
H -1.6527 1.2373 0.1523 0.5 -0.2 0.2 0.2935
H -2.5404 0.5665 -1.1017 0.3 -0.9 -0.5 0.3436
H -1.9220 2.7689 -1.3005 -0.2 0.5 0.0 0.2914
H -0.6906 -1.0525 -1.0273 0.0 0.1 0.0 0.3682
H -0.0537 0.1819 -2.1122 0.0 -0.3 -0.3 0.3001
H 1.8385 -0.1980 -0.4799 -0.7 -0.6 -0.9 0.3979
H 1.1062 1.3129 -0.3868 -0.1 -0.3 0.2 0.3170
H 1.7972 0.0558 1.6924 0.2 0.3 -0.3 0.4170
H 0.2669 0.7993 1.8781 -0.2 0.1 -0.7 0.3623
H 0.5832 -3.3091 1.5244 -0.5 0.3 0.0 0.2773
H 1.7958 -2.1418 0.7807 -0.2 -0.2 -0.6 0.2068
```
Positions in Å, forces in eV/Å.

Lowest unoccupied orbital energy ... 0.984 eV
Total charge ... 0
Spin multiplicity ... 1
SMILES ... C=NCCCCO


The following is a DFT calculation (wB97M-V/def2-TZVPD) of 2 unconnected molecules or ions with the total composition C5H11NO at a distorted geometry.

```
18
Properties=species:S:1:pos:R:3:forces:R:3:mulliken_charge:R:1
C 0.1106 -1.9525 -0.9082 0.8 1.2 -0.1 -1.5664
N -0.6486 -0.8034 1.6572 0.1 0.1 0.4 -0.5167
C -0.0504 -0.0323 0.6497 0.0 0.6 -0.8 -0.0358
C 0.2603 -0.4531 -0.5770 0.0 -1.7 0.1 0.5148
C 0.7795 0.4264 -1.6358 -0.7 0.5 0.7 -0.4159
C 1.8408 0.1970 -2.3793 0.5 0.0 -0.7 -0.6995
H 0.7275 -2.5632 -0.2386 -0.5 -0.1 0.1 0.3716
H 0.5090 -2.1132 -1.8989 0.0 -0.1 -0.3 0.4211
H -0.9397 -2.2055 -0.9496 -0.2 -0.5 0.3 0.3903
H -0.8595 -1.7515 1.3721 0.2 0.1 0.1 0.2368
H -0.1510 -0.8010 2.5483 -0.2 0.0 -0.4 0.2274
H 0.0497 1.0346 0.8210 0.0 -0.1 0.5 0.2346
H 0.2168 1.3483 -1.7825 0.2 0.0 0.0 0.3117
H 2.4698 -0.6812 -2.3285 -0.1 -0.2 0.3 0.2781
H 2.1376 0.8998 -3.1409 0.0 0.2 -0.1 0.2608
H -1.8722 1.4642 2.4028 0.1 0.0 -0.1 0.3295
H -0.8851 2.6495 2.4640 -0.4 -0.2 -0.1 0.3132
O -1.7962 2.4105 2.2312 0.3 0.2 0.1 -0.6555
```
Positions in Å, forces in eV/Å.

Lowest unoccupied orbital energy ... 0.772 eV
Total charge ... 0
Spin multiplicity ... 1
SMILES ... C=C/C(C)=C/N.O


The following is a DFT calculation (wB97M-V/def2-TZVPD) of 2 unconnected molecules or ions with the total composition C5H11NO at a distorted geometry.

```
18
Properties=species:S:1:pos:R:3:forces:R:3:mulliken_charge:R:1
C -0.9026 0.5296 1.2999 0.6 -0.6 0.6 -1.6326
N -1.7417 0.6422 -1.5297 2.0 0.6 1.2 -0.4074
C -0.4238 0.7144 -1.0928 -0.7 -0.5 -1.0 -0.2012
C 0.0427 0.3728 0.1280 -0.2 1.3 -0.5 0.4551
C 1.4771 0.2313 0.3471 0.8 -0.7 0.1 0.0336
C 2.4750 0.1832 -0.5561 -1.2 0.1 0.6 -0.8560
H -1.7353 -0.1757 1.3567 -0.2 0.1 -0.3 0.4268
H -1.2387 1.5646 1.3431 -0.4 0.0 0.0 0.4136
H -0.3541 0.3669 2.2324 0.0 0.0 0.0 0.3656
H -2.4233 0.6355 -0.7970 -0.8 -0.3 -0.7 0.1940
H -1.8258 0.6421 -2.5272 -1.0 0.2 0.2 0.2098
H 0.1810 1.0934 -1.9148 0.6 -0.7 0.3 0.3040
H 1.7611 -0.1013 1.3475 -0.1 0.7 0.2 0.2188
H 2.2063 0.2185 -1.6036 0.6 0.2 -0.1 0.2006
H 3.4815 0.0924 -0.1810 0.2 -0.2 -0.4 0.2666
H 0.0291 -1.7112 0.4254 -0.3 -0.9 -0.7 0.3503
H -0.6380 -2.6835 1.3229 -0.2 -0.5 0.0 0.3165
O -0.3706 -2.6153 0.3992 0.4 1.1 0.6 -0.6580
```
Positions in Å, forces in eV/Å.

Lowest unoccupied orbital energy ... 0.784 eV
Total charge ... 0
Spin multiplicity ... 1
SMILES ... C=C/C(C)=C/N.O


The following is a DFT calculation (wB97M-V/def2-TZVPD) of 2 unconnected molecules or ions with the total composition C5H11NO.

```
18
Properties=species:S:1:pos:R:3:forces:R:3:mulliken_charge:R:1
C -2.0266 -1.0140 -0.5007 0.0 0.0 0.0 -1.1489
C -1.4715 -0.1210 0.5982 -0.2 0.0 0.0 -0.3956
N -0.0205 -0.0819 0.4908 0.0 0.0 0.0 -0.0948
C 0.6755 1.0781 0.9694 0.1 0.1 0.2 -0.4305
C 0.4963 0.8322 -0.4996 -0.1 0.0 -0.3 0.0436
C 1.5756 0.3464 -1.4144 0.2 -0.3 0.1 -0.3076
O 2.1401 -0.7159 -1.3218 -0.3 0.5 -0.1 -0.4305
H -3.1164 -1.0881 -0.4412 0.1 0.0 0.0 0.3873
H -1.5961 -2.0165 -0.4215 -0.1 0.1 0.0 0.2978
H -1.7643 -0.6144 -1.4874 -0.1 -0.1 0.1 0.2986
H -1.9092 0.8928 0.5295 0.1 -0.1 0.0 0.3060
H -1.7263 -0.5193 1.5867 0.1 0.0 -0.1 0.3358
H 0.0930 1.9039 1.3834 0.1 -0.1 -0.1 0.2756
H 1.6348 0.8969 1.4480 -0.1 0.0 -0.2 0.1379
H -0.2117 1.5121 -0.9827 0.1 -0.1 0.0 0.4212
H 1.8298 1.0488 -2.2355 0.0 0.0 0.1 0.3261
H 2.9287 -1.1032 1.4349 0.0 -0.1 0.0 0.1458
H 2.4688 -1.2369 0.8640 0.1 0.0 0.1 -0.1678
```
Positions in Å, forces in eV/Å.

Lowest unoccupied orbital energy ... 0.891 eV
Total charge ... 0
Spin multiplicity ... 1
SMILES ... CCN1C[C@H]1C=O.[H][H]


Total energy for every record listed, in sequence, given in eV: -8896.7821; -8898.3684; -8897.0830; -8895.5165; -8894.6371; -8900.3149; -8899.2215; -8897.8794; -8899.2459; -8899.7206; -8899.2175; -8898.4800.
Relative energy (zero: lowest compared OMol25 entry of this formula, charge and spin) for every record listed, in sequence, given in eV: 3.3800; 1.7937; 4.6143; 6.1808; 7.0603; 1.3824; 2.4758; 3.8179; 2.4514; 1.9767; 2.4798; 3.2174.